Record 1
Density functional theory data (the ωB97M-V functional and the def2-TZVPD basis) for a molecular structure, C29H53BMnO2P2.

XYZ file:
```
88
Properties=species:S:1:pos:R:3:forces:R:3
Mn -0.628 -0.552 0.412 0.837 -3.862 0.543
P 0.132 1.048 1.562 0.283 0.003 0.673
P -1.073 -0.082 -1.627 -0.012 -0.472 -1.659
O 1.631 -1.873 -1.321 -0.620 0.855 1.325
O 2.462 -1.141 0.708 -1.435 0.113 -0.733
C -2.906 4.516 -0.598 0.061 0.574 0.640
C -2.665 -2.906 -0.970 -0.124 -0.103 -0.377
C 3.801 -3.153 0.823 -0.006 -0.521 0.204
C -0.201 1.211 -0.345 -0.099 1.828 -0.250
C 3.617 -1.047 -2.368 0.180 0.295 -0.197
C 0.049 -4.019 -0.127 0.326 -0.382 -0.308
C -2.344 -1.519 1.218 0.470 -0.967 -0.092
C -2.397 4.748 0.850 -0.241 0.303 -0.074
C -3.767 -1.126 1.403 -0.586 0.136 -0.008
C 3.302 -3.432 -1.993 0.164 -0.531 -0.006
C -2.538 3.187 -1.187 0.089 0.547 -1.634
C 1.711 1.672 2.119 0.830 0.727 0.009
C -1.570 -1.239 3.708 0.036 0.207 0.338
C -1.851 -2.326 0.129 0.036 -0.934 1.544
C 0.001 4.841 -0.997 -0.301 -0.145 -0.896
C -1.047 4.150 1.147 1.274 1.556 0.030
C 3.545 -1.859 0.084 0.242 -0.026 -0.304
C 4.793 -1.020 0.237 0.406 0.270 -0.162
C -2.825 0.211 -2.087 -0.066 0.619 -0.074
C -1.353 -1.557 2.268 0.180 -1.778 -0.105
C -0.074 -0.088 -3.131 0.393 0.476 -0.461
C 0.841 -2.844 2.686 0.481 0.125 0.130
C -1.515 3.052 -2.062 -1.516 0.983 -0.285
C -0.444 4.080 -2.272 0.291 0.408 -0.307
C -0.244 -2.318 1.813 -1.601 -0.457 0.712
C -1.430 1.612 2.295 -0.331 0.701 0.063
C -0.540 -2.797 0.484 -1.406 -0.029 0.409
C -0.039 4.030 0.261 -0.146 1.413 1.192
C 3.050 -2.070 -1.396 0.352 0.272 -0.127
B 1.304 -1.238 -0.098 1.540 -0.845 -0.577
H -2.152 0.795 2.339 0.456 0.026 0.097
H 1.688 1.887 3.197 -0.155 -0.060 -0.319
H -0.677 -0.785 4.153 -0.219 0.023 0.017
H 1.824 -2.546 2.317 -0.165 -0.124 0.194
H 3.132 -1.163 -3.348 0.090 0.042 0.276
H -2.425 -0.578 3.877 0.154 -0.087 0.002
H 0.798 -0.732 -2.961 -0.320 0.269 0.006
H -0.525 -4.903 0.206 0.117 0.348 -0.061
H 1.086 -4.181 0.189 -0.269 0.070 -0.203
H -1.256 1.993 3.306 -0.133 0.043 -0.104
H -3.238 -0.677 -2.583 0.383 0.115 0.148
H -3.036 -3.900 -0.671 0.119 0.253 -0.077
H 0.003 -3.995 -1.222 0.154 0.006 0.241
H -4.337 -1.958 1.856 0.220 0.324 -0.168
H 5.636 -1.543 -0.232 -0.084 0.235 0.082
H 2.842 -4.242 -1.418 0.124 0.154 -0.085
H -0.930 2.012 -0.286 0.399 -0.019 -0.337
H 2.894 -3.468 -3.011 0.080 0.039 0.218
H 0.749 -2.476 3.712 -0.032 -0.039 -0.168
H 4.692 -1.222 -2.511 -0.265 0.158 0.025
H 4.383 -3.604 -2.057 -0.199 -0.111 -0.008
H -0.775 4.836 -3.012 0.142 -0.397 0.139
H 5.026 -0.900 1.302 -0.077 -0.026 -0.230
H -2.066 -3.046 -1.879 -0.160 0.058 0.083
H 4.691 -3.641 0.405 -0.237 0.043 0.099
H -3.133 4.343 1.567 0.285 0.110 -0.210
H 0.267 0.927 -3.392 -0.082 -0.307 -0.139
H -3.542 -2.299 -1.216 0.174 -0.144 0.065
H -0.815 4.087 2.218 -0.175 -0.714 -0.464
H -4.246 -0.891 0.442 0.040 -0.022 0.300
H 0.430 3.577 -2.722 -0.292 0.170 0.113
H -1.483 2.269 -2.819 0.103 -0.198 0.688
H -2.379 5.840 1.026 0.019 -0.364 0.107
H -4.004 4.614 -0.578 0.363 -0.147 -0.080
H 2.468 0.894 1.943 -0.392 0.108 0.032
H -0.632 5.734 -0.873 0.363 -0.353 0.021
H -3.286 2.414 -1.035 0.236 0.000 -0.217
H 2.965 -3.858 0.766 0.200 0.155 0.055
H -3.884 -0.260 2.068 -0.035 -0.180 -0.188
H 2.026 2.574 1.581 0.044 -0.126 0.329
H 3.471 -0.015 -2.023 -0.005 -0.195 -0.083
H 1.026 5.209 -1.164 -0.334 -0.154 0.170
H -2.937 1.066 -2.762 -0.171 -0.274 0.157
H 0.811 -3.944 2.729 -0.056 0.250 -0.072
H -3.421 0.395 -1.182 0.189 -0.149 -0.262
H 4.692 -0.027 -0.212 0.044 -0.209 0.106
H 4.008 -2.940 1.878 -0.068 -0.046 -0.179
H -0.647 -0.512 -3.971 0.040 0.229 0.357
H -2.552 5.337 -1.243 -0.145 -0.441 0.180
H -1.885 2.393 1.675 0.075 -0.316 0.372
H 0.910 3.587 0.563 -0.334 0.299 0.051
H 0.728 1.539 -0.822 -0.280 0.005 -0.076
H -1.775 -2.173 4.259 0.086 0.307 -0.175
```
Positions in Å, forces in eV/Å.

For the max |F|, the calculation gives 3.99 eV Å⁻¹. Its multiplicity is 5. As for the total charge: +1. Its highest occupied orbital energy (alpha / beta) is -8.6083 / -10.6590 eV. The calculation puts the total energy at -85592.8808 eV.

---

Record 2
Density functional theory data (the ωB97M-V functional and the def2-TZVPD basis) for a molecular structure, C29H53BO2P2Tl.

XYZ file:
```
88
Properties=species:S:1:pos:R:3:forces:R:3
Tl -2.400 -0.142 -0.895 0.927 0.995 -0.411
P 2.935 -2.498 -5.215 0.012 -0.632 -1.027
P 1.011 -1.157 -7.163 0.357 -0.751 -0.656
O -3.826 -2.142 0.267 2.100 1.248 -0.330
O -1.968 -2.757 1.554 0.036 1.660 -1.497
C -0.130 -1.962 -8.368 -0.238 0.265 0.038
C 1.391 0.210 -2.937 -0.874 0.153 0.037
C 3.211 -0.373 -1.244 0.346 0.294 -0.441
C -0.999 0.377 3.509 0.102 -0.155 0.558
C -4.304 -2.906 1.366 -1.026 -0.490 1.081
C -3.035 -3.688 1.817 -0.907 -1.355 0.072
C -5.457 -3.687 0.797 -0.408 -0.611 0.023
C -1.185 3.340 -0.610 -0.083 0.486 -0.544
C 0.314 -0.576 -3.098 -0.167 0.607 -0.156
C 2.130 -0.428 -8.445 -0.167 0.302 0.150
C 1.348 -2.803 -2.225 -0.321 -0.372 -0.738
C -1.445 1.835 1.458 -0.058 0.755 -2.198
C 0.703 2.352 0.848 1.406 -1.316 2.094
C 2.021 -2.697 -6.820 0.035 0.260 0.182
C 1.973 1.149 2.747 0.532 -0.153 0.372
C -0.659 2.521 0.501 -2.784 -0.830 0.783
C -2.926 1.835 1.558 -0.594 0.213 0.251
C -4.812 -1.942 2.446 -0.148 0.133 0.051
C 1.840 3.013 0.181 0.561 0.190 -0.285
C 0.223 -2.068 -3.013 0.311 -0.716 -0.017
C 2.794 -0.228 -2.725 0.781 -0.296 0.271
C 2.432 -1.349 -0.417 -0.035 -0.638 0.074
C -0.570 1.207 2.367 0.471 -0.137 0.170
C 0.754 1.525 1.998 0.491 1.050 -1.272
C 4.597 -2.069 -5.878 0.081 -0.021 0.179
C 3.239 -4.285 -4.884 0.216 0.023 0.084
C -3.017 -4.098 3.268 -0.020 0.086 0.540
C -2.818 -4.951 0.986 0.271 -0.258 0.012
C 1.615 -2.327 -0.836 -0.183 0.368 0.734
B -2.485 -1.949 0.568 -0.460 -1.541 0.989
H 4.575 -1.092 -6.375 0.061 -0.210 0.139
H 3.895 -4.382 -4.007 -0.163 -0.129 -0.220
H 0.440 -2.445 -9.169 -0.168 0.013 0.107
H -5.131 -4.348 -0.014 -0.110 0.167 0.176
H -0.784 -1.192 -8.795 0.027 -0.260 -0.016
H 1.589 0.405 -8.911 0.268 -0.075 0.030
H -3.882 -4.741 3.478 0.164 0.160 -0.035
H -0.434 3.470 -1.397 -0.149 -0.003 0.091
H 1.336 -3.559 -6.730 0.232 0.351 -0.008
H -3.638 -5.654 1.178 0.177 0.150 -0.119
H 2.289 -4.797 -4.682 0.248 0.095 -0.006
H 1.059 -2.903 -0.085 0.493 0.201 0.053
H 2.734 -2.885 -7.648 -0.415 -0.078 0.306
H 1.259 1.300 -2.988 -0.170 -0.437 -0.183
H 3.725 -4.733 -5.760 -0.098 -0.106 0.239
H -1.784 0.870 4.100 0.084 -0.097 -0.203
H -1.892 -5.446 1.313 -0.216 0.231 -0.171
H 3.049 -0.047 -7.987 -0.154 0.009 -0.148
H 3.178 0.623 -0.772 -0.088 -0.298 0.050
H -5.393 -2.502 3.193 0.212 0.232 -0.164
H 2.844 1.073 2.088 -0.108 -0.054 0.113
H -2.113 -4.685 3.475 -0.198 0.212 -0.029
H 2.976 -1.175 -3.262 -0.065 0.847 0.372
H -2.751 -4.768 -0.092 -0.072 0.058 0.158
H 3.448 0.534 -3.192 -0.173 -0.375 0.200
H -3.397 2.389 0.738 0.070 -0.107 0.096
H -0.158 0.185 4.183 -0.194 -0.067 -0.093
H -6.186 -2.976 0.387 0.152 -0.197 0.149
H 2.677 -1.316 0.650 -0.486 0.212 -0.187
H -2.079 2.903 -1.078 0.174 0.155 0.137
H -3.357 0.820 1.585 -0.052 0.102 0.073
H -5.957 -4.287 1.565 0.082 0.066 -0.147
H 1.815 2.866 -0.907 -0.003 0.047 0.157
H -5.478 -1.193 1.986 0.207 -0.324 0.139
H -3.262 2.324 2.488 0.004 -0.161 -0.229
H -0.742 -2.377 -2.557 0.228 0.302 -0.119
H 5.295 -2.026 -5.031 -0.018 0.078 -0.265
H 1.847 0.186 3.252 0.119 0.096 -0.100
H 1.020 -3.858 -2.133 0.215 0.405 -0.165
H 1.840 4.101 0.356 -0.093 -0.229 -0.046
H 2.275 -2.821 -2.817 -0.553 -0.016 0.311
H 4.277 -0.656 -1.229 -0.212 0.053 0.074
H 4.934 -2.841 -6.582 0.006 0.233 0.085
H 2.222 1.888 3.522 -0.036 -0.150 -0.134
H -3.047 -3.242 3.951 0.029 -0.182 -0.143
H 2.375 -1.169 -9.216 0.000 0.145 0.173
H -1.467 4.347 -0.265 0.066 -0.177 -0.092
H 0.171 -2.470 -4.049 0.082 0.104 0.470
H -4.001 -1.407 2.964 -0.168 -0.169 -0.194
H -0.742 -2.704 -7.845 -0.002 0.114 -0.156
H 2.802 2.638 0.548 -0.232 0.060 -0.072
H -0.622 -0.107 -3.451 0.391 0.032 0.332
H -1.390 -0.597 3.178 0.040 0.156 0.040
```
Positions in Å, forces in eV/Å.

For the max |F|, the calculation gives 3.01 eV Å⁻¹. As for the total charge: +1. Its highest occupied orbital energy (alpha / beta) is -10.0679 / -9.9624 eV. The calculation puts the total energy at -58967.8460 eV. For the energy above the lowest of the compared OMol25 structures with the same formula, charge and spin, the calculation gives 0.00 kcal per mole.

---

- Which of these has the lowest max |F|?
  C29H53BO2P2Tl